i) ORCA calculation (ωB97M-V/def2-TZVPD) on 3 unconnected molecules or ions with the total composition C2H12N2O2.

Last column: Mulliken spin population.
Cartesian coordinates (Å):
C1 -1.24 1.96 0.06  -0.001
N1 0.00 1.15 0.38  0.611
C2 -0.38 -0.25 0.53  -0.013
N2 -0.07 -1.08 -0.72  0.356
H1 -1.68 2.51 0.89  0.037
H2 -1.94 1.27 -0.42  -0.001
H3 -0.92 2.67 -0.63  0.016
H4 0.54 1.65 1.10  0.002
H5 0.22 -0.74 1.22  0.000
H6 -1.46 -0.55 0.73  0.026
H7 0.94 -0.94 -1.04  -0.014
H8 -0.78 -0.91 -1.52  -0.012
H9 -0.39 -4.21 0.80  -0.002
H10 -0.74 -2.93 0.28  -0.010
O1 -1.13 -3.59 0.86  0.009
H11 3.59 1.86 -0.96  0.000
H12 2.36 1.11 -0.48  -0.005
O2 3.08 1.01 -1.07  0.003

## Properties
* molar mass: 96.13 g/mol
* multiplicity: 2
* total charge: +1


ii) ORCA calculation (ωB97M-V/def2-TZVPD) on 3 unconnected molecules or ions with the total composition C2H12N2O2.

Last column: Mulliken spin population.
Cartesian coordinates (Å):
C1 -0.30 0.81 -2.24  0.010
N1 -0.56 0.00 -1.03  0.743
C2 0.48 -0.13 -0.05  0.011
N2 0.23 0.41 1.33  0.169
H1 0.72 0.59 -2.59  0.037
H2 -0.48 1.85 -1.95  0.029
H3 -0.99 0.53 -3.02  0.000
H4 -1.00 -0.86 -1.37  -0.015
H5 0.57 -1.21 0.15  0.023
H6 1.34 0.45 -0.38  0.003
H7 -0.38 -0.19 1.88  -0.012
H8 -0.26 1.29 1.19  0.001
H9 3.29 1.18 1.36  -0.001
H10 2.15 0.80 2.30  -0.001
O1 3.02 1.23 2.29  0.006
H11 -2.89 -2.92 0.97  0.000
H12 -2.39 -1.79 0.11  -0.001
O2 -2.56 -2.03 1.04  -0.001

## Properties
* molar mass: 96.13 g/mol
* multiplicity: 2
* total charge: +1


Which of them is the least stable? Correct choice: i).


i) ORCA calculation (ωB97M-V/def2-TZVPD) on a molecular structure, F3H3SSi2.

Last column: Mulliken charge in e.
Cartesian coordinates (Å):
F1 0.50 -3.27 -1.98  -0.198
F2 -1.86 -3.37 -1.28  -0.219
F3 -0.18 -4.11 0.29  -0.270
Si1 -0.25 -0.71 -0.08  0.240
Si2 -0.44 -2.93 -0.79  0.710
S1 1.83 -0.46 0.42  -0.311
H1 -0.56 0.27 -1.11  -0.080
H2 -1.23 -0.53 1.40  -0.024
H3 2.42 -1.67 0.13  0.152

## Properties
* molar mass: 148.26 g/mol


ii) ORCA calculation (ωB97M-V/def2-TZVPD) on a molecular structure, F3H3SSi2.

Last column: Mulliken charge in e.
Cartesian coordinates (Å):
F1 -3.65 0.59 1.41  -0.236
F2 -3.69 -1.27 -0.40  -0.254
F3 -3.45 1.05 -0.97  -0.251
Si1 -0.11 -0.33 0.32  0.282
Si2 -2.89 0.02 0.13  0.640
S1 0.77 1.60 0.14  -0.254
H1 0.16 -0.77 1.66  -0.054
H2 0.00 -1.40 -0.82  -0.023
H3 -0.37 2.29 -0.03  0.150

## Properties
* molar mass: 148.26 g/mol


Which of them is the least stable? Correct choice: ii).


i) ORCA calculation (ωB97M-V/def2-TZVPD) on 2 unconnected molecules or ions with the total composition C4H6NS.

Last column: Mulliken charge in e.
Cartesian coordinates (Å):
C1 0.53 -2.41 -0.11  -0.152
C2 0.74 0.78 0.04  0.205
C3 0.11 -1.32 -0.09  -0.245
C4 -1.61 0.36 -0.03  -0.705
N1 -0.27 -0.03 -0.08  -0.025
S1 2.37 0.36 0.07  -0.080
H1 1.09 -3.27 0.02  0.476
H2 0.11 2.29 -0.13  0.305
H3 -1.96 0.45 1.00  0.405
H4 -2.30 -0.25 -0.61  0.331
H5 -1.63 1.38 -0.23  0.227
H6 2.83 1.68 0.16  0.259

## Properties
* molar mass: 100.17 g/mol
* total charge: +1


ii) ORCA calculation (ωB97M-V/def2-TZVPD) on a molecular structure, C4H6NS.

Last column: Mulliken charge in e.
Cartesian coordinates (Å):
C1 1.85 -1.15 -0.21  -0.577
C2 0.56 1.05 0.08  0.209
C3 -0.10 -1.17 -0.02  -0.197
C4 -1.86 0.39 0.14  -0.779
N1 -0.41 0.12 0.09  0.100
S1 2.10 0.59 0.18  0.122
H1 2.44 -1.88 0.34  0.431
H2 0.26 2.04 0.25  0.335
H3 -1.92 1.41 0.49  0.259
H4 -2.30 -0.33 0.71  0.369
H5 -2.28 0.25 -0.80  0.370
H6 1.64 -1.32 -1.24  0.360

## Properties
* molar mass: 100.17 g/mol
* total charge: +1


Which of them is the least stable? Correct choice: i).